[1]
# C19H43N2O14P3

A 3-piece molecular cluster, C19H43N2O14P3 overall at a distorted geometry (ωB97M-V/def2-TZVPD, OMol25).

The geometry in XYZ format:
```
81
C19H43N2O14P3, DFT ωB97M-V/def2-TZVPD
H 9.84 2.44 3.91
O -5.83 1.03 -4.24
O -3.81 1.65 0.89
C -5.15 1.29 -1.92
H 6.95 2.62 5.63
H -3.28 2.42 -3.80
C 8.14 3.31 2.92
C 3.42 0.51 0.46
H 3.15 -0.38 -0.11
O -0.61 0.59 1.07
C -3.10 0.71 1.05
H 5.87 4.01 5.64
N 0.50 -3.36 1.92
O 5.13 2.59 3.54
H 1.06 -3.30 3.96
H -5.25 2.37 -2.04
O -2.46 0.37 2.25
H -0.44 1.27 1.74
P -3.74 -2.05 1.54
C 5.92 2.94 5.81
H -4.39 -4.21 1.38
H 1.49 -4.85 0.79
H 3.93 2.45 5.17
C 8.98 2.12 3.32
H -5.66 -0.18 -8.61
C 4.88 0.86 0.26
C 1.18 -3.93 3.08
C -2.18 -1.26 0.80
H -7.96 -0.18 -7.80
H -1.17 -1.99 3.19
H -7.55 -1.23 -6.46
H 0.04 -4.21 0.07
O 5.69 0.29 2.80
H 0.72 -4.89 3.33
H -5.87 -0.52 -2.84
C -6.04 0.55 -2.91
H 9.32 1.58 2.44
H -7.49 -1.86 -8.11
H -2.55 0.00 -3.74
O 1.46 -1.29 1.46
C -1.33 -0.39 1.73
H 3.20 0.32 1.51
H -1.16 1.09 -3.65
P 6.05 1.71 2.50
C -7.29 -0.99 -7.49
O 5.26 1.95 1.10
H 1.53 -3.26 0.03
O -2.76 -0.19 0.05
H -2.84 -4.04 0.97
H -0.11 -0.63 3.51
H 8.75 4.00 2.34
P -4.83 0.25 -5.28
H -2.25 2.68 -5.19
H 2.79 1.34 0.14
C 4.96 2.20 4.89
H -5.40 1.03 -0.90
C -0.55 -1.23 2.72
C -1.97 0.76 -4.29
O -3.55 -2.29 3.19
H -1.57 -1.98 0.24
C -2.85 1.93 -4.68
N -3.77 -3.63 0.83
H -5.17 -1.39 -7.44
H -4.10 1.04 -2.08
O -5.11 -1.20 -5.07
H 5.07 1.12 5.02
C 0.93 -3.93 0.64
O -3.90 1.57 -5.58
C 0.58 -1.93 1.95
H 5.05 1.17 -0.78
H 8.40 1.41 3.93
O 7.03 2.96 2.09
H 7.78 3.86 3.79
H -7.08 0.73 -2.67
O -5.57 0.52 -6.70
H 5.68 2.73 6.86
H 2.26 -4.04 2.91
H -1.56 0.28 -5.17
C -5.85 -0.55 -7.61
H -3.42 -3.23 3.36
H 5.52 -0.01 0.43
```

Values from the calculation:
**Energy above the lowest of the compared OMol25 structures with the same formula, charge and spin**: 278.6 kJ/mol
**Calculated total energy**: -2936.76886 Ha
**LUMO level**: 0.0055 Ha
**Highest occupied orbital energy**: -9.195 eV

[2]
# C19H43N2O14P3

A 3-piece molecular cluster, C19H43N2O14P3 overall at a distorted geometry (ωB97M-V/def2-TZVPD, OMol25).

The geometry in XYZ format:
```
81
C19H43N2O14P3, DFT ωB97M-V/def2-TZVPD
H 4.00 -4.31 6.90
H 0.39 -0.72 3.52
C -3.05 -1.89 -4.45
H -2.74 -1.05 -2.50
C -3.12 -0.74 -3.47
H -0.53 4.56 2.29
C 1.86 3.98 2.56
C 0.69 -2.77 9.40
O 0.65 1.17 2.02
C -5.18 0.41 -8.16
H 1.61 -4.46 8.39
H -0.61 -1.80 2.58
H -1.22 -0.20 3.03
C -0.63 -1.05 3.37
H -4.14 -0.39 -3.36
O -0.37 -2.68 5.14
H 3.21 -1.42 6.27
O 3.50 3.31 -1.85
H -2.02 -2.24 -4.58
H -2.52 0.11 -3.81
C 1.13 1.64 -1.65
H 3.88 -2.54 5.09
H -5.43 1.11 -7.36
H 3.47 -3.10 8.07
C -4.69 1.15 -9.38
O 0.12 -3.67 7.17
H -0.38 -0.64 -4.78
O 1.24 -0.37 -0.31
H -0.74 4.07 0.62
O -1.81 -0.62 -7.15
P -3.22 -0.23 -6.50
H -1.36 -0.87 5.39
P 2.16 2.84 -2.72
C 2.44 1.59 0.53
O 0.78 -0.97 6.51
C 0.63 -3.98 8.48
O 2.40 -0.85 -3.51
H 3.39 4.20 -1.50
H 1.91 -0.99 0.01
O 2.01 -3.03 5.71
H -6.09 -0.15 -8.40
H -0.29 -2.30 9.48
H -0.84 1.10 -6.47
O -3.31 1.22 -6.24
N 1.04 3.39 1.50
H 2.94 2.49 0.18
H -3.71 1.60 -9.20
O -4.22 -0.54 -7.72
H -0.02 0.16 -7.70
C 0.16 -0.65 -5.72
C 3.29 -2.48 6.01
C 1.28 1.98 1.42
H 5.01 -2.89 7.24
C -0.38 3.73 1.60
N 1.11 4.19 -2.72
P 0.66 -2.43 6.34
O -3.60 -1.57 -5.74
H -5.39 1.94 -9.67
C 2.11 -0.05 -2.68
H 1.03 -3.06 10.39
H -3.62 -2.73 -4.08
H -4.57 0.46 -10.22
H 0.32 -1.69 -6.01
H -0.05 -4.72 8.90
H -2.18 -2.09 4.43
O 0.89 0.60 -2.62
C -0.61 0.08 -6.79
C 3.99 -3.24 7.12
C -1.21 -1.64 4.64
H 1.62 5.02 -3.00
H 2.07 5.03 2.32
C 1.92 0.80 -0.65
H 1.13 -0.19 -5.56
H 2.83 3.48 2.62
H 3.16 1.01 1.12
H 0.25 2.11 -1.22
H 1.39 -2.02 9.02
O 2.92 0.34 -1.62
H 0.79 4.39 -1.77
H -1.00 2.89 1.93
H 1.39 3.89 3.54
```

Values from the calculation:
**Energy above the lowest of the compared OMol25 structures with the same formula, charge and spin**: 0.0 kJ/mol
**Calculated total energy**: -2936.87498 Ha
**LUMO level**: 0.0058 Ha
**Highest occupied orbital energy**: -9.357 eV

[3]
# C19H43N2OP3RuSe

C19H43N2OP3RuSe as an isolated structure at a distorted geometry (ωB97M-V/def2-TZVPD, OMol25).

The geometry in XYZ format:
```
70
C19H43N2OP3RuSe, DFT ωB97M-V/def2-TZVPD
C 0.84 3.89 1.43
H 2.50 2.05 3.11
C 3.09 -4.25 1.93
H 4.07 -3.87 2.25
C -0.65 3.77 -1.71
H -3.06 2.57 -2.64
H -3.02 2.27 0.89
H -0.06 3.54 -2.59
H -1.96 1.28 -3.11
H 2.14 -6.03 1.20
C 2.84 -0.29 -1.15
H -5.07 0.07 1.13
H -1.99 -1.86 3.63
O -2.55 0.09 1.20
Ru 0.00 0.67 0.01
H -5.88 -1.28 1.93
H 0.29 -2.74 0.16
H 1.99 0.69 -3.75
H -1.47 4.43 -2.04
C 0.54 -3.15 -0.82
H 3.01 2.76 -0.48
H -0.11 4.39 1.24
H 1.97 3.39 -1.76
C 2.23 1.48 2.22
H -0.84 -1.15 2.59
H -0.72 0.97 3.36
H -3.42 3.45 -0.37
C 0.17 -3.16 -3.22
C -0.48 2.00 3.09
C -5.24 -0.41 2.09
H 1.25 4.27 2.37
P 1.58 0.99 -1.40
H 3.00 1.61 1.45
N -4.02 -0.82 2.73
C 1.09 0.77 -3.14
H 0.02 2.51 3.93
N -1.75 -1.07 3.04
C 1.46 -4.17 -0.94
H -5.79 0.31 2.71
H -3.20 0.98 -1.89
C -2.78 -0.59 2.23
H 3.17 -0.31 -0.11
H -0.34 -2.76 -4.09
H 1.36 -4.60 -4.32
C -0.13 -2.65 -1.94
C 1.12 -4.20 -3.32
H 1.54 4.12 0.62
Se -1.56 -1.37 -1.49
H -1.42 2.52 2.86
H 2.49 -5.54 -2.26
P -1.34 2.25 -0.90
P 0.61 2.07 1.62
H 0.50 -0.14 -3.27
H 2.15 0.41 2.47
H 2.44 -1.28 -1.40
H -2.18 3.84 0.84
C -2.49 1.72 -2.26
H -0.03 4.35 -1.02
H 4.02 -6.05 1.42
H 2.16 -3.69 2.09
C -2.59 3.03 0.22
C 1.75 -4.73 -2.19
H -4.08 -1.43 3.54
H 3.70 -0.07 -1.79
H 3.36 2.39 -2.17
C 2.56 2.53 -1.45
C 3.07 -5.51 1.46
H -2.26 -2.34 -0.58
H 0.50 1.61 -3.51
H 1.92 -4.51 -0.02
```

Values from the calculation:
**Energy above the lowest of the compared OMol25 structures with the same formula, charge and spin**: 22.4 kJ/mol
**Multiplicity**: 6
**Calculated total energy**: -4453.76539 Ha
**LUMO level (alpha / beta)**: -0.3259 / -0.4873 Ha
**Highest occupied orbital energy (alpha / beta)**: -15.590 / -17.113 eV
**Net charge**: +3

[4]
# C19H43O2P3Rh

C19H43O2P3Rh as an isolated structure at a distorted geometry (ωB97M-V/def2-TZVPD, OMol25).

The geometry in XYZ format:
```
68
C19H43O2P3Rh, DFT ωB97M-V/def2-TZVPD
H 2.51 0.88 1.31
H 0.24 0.12 2.77
H -4.34 -1.35 0.22
P 0.58 -0.35 0.46
P -2.19 -1.76 -0.81
H -2.34 -0.18 -3.17
O -0.71 3.21 0.93
H -1.72 2.14 -3.89
C 1.56 -1.69 1.29
C -3.45 -0.76 0.04
H 1.69 -1.38 2.34
H -3.18 -1.70 -3.04
H -0.42 2.17 -1.75
H 2.78 -0.09 -2.44
H 2.31 1.14 -0.45
H -0.28 -2.17 -4.14
C 0.79 -2.14 -3.93
C 2.30 3.76 -3.07
H -2.61 2.83 -2.42
O 0.57 4.64 -1.65
C 0.68 1.53 -3.56
H 1.05 -2.65 1.28
H -3.72 0.12 -0.54
H 2.56 -1.81 0.84
H 2.11 1.04 -5.13
H 1.25 -3.10 -4.19
C 1.78 1.03 0.51
H 1.27 -1.36 -4.55
C 1.24 -3.54 -1.58
H -2.12 -3.10 -2.81
C -0.43 4.50 1.46
H 1.25 1.97 0.71
C 1.03 3.66 -2.52
H -0.83 5.27 0.79
H -1.61 -2.64 1.38
H 0.12 0.63 -3.68
C 2.63 2.79 -4.00
H -1.05 5.55 3.19
Rh -0.95 -0.27 -1.79
C -2.05 2.00 -2.88
P 1.06 -1.80 -2.16
H -0.76 1.21 1.77
H 0.31 -3.97 -1.19
H 2.93 4.60 -2.85
C -1.18 4.55 2.77
H 0.66 4.62 1.54
H -2.81 -3.64 0.54
H -2.25 4.43 2.55
H -3.05 -0.35 0.98
C -2.47 0.68 -2.49
H -1.27 -0.50 2.08
H -3.77 -3.08 -2.11
C 0.30 2.44 -2.60
C -2.89 -2.48 -2.33
H 1.53 -4.15 -2.45
H -1.10 -3.76 0.10
H 3.52 2.99 -4.61
H 3.33 -1.66 -3.02
H 3.32 -1.33 -1.28
C -1.88 -3.06 0.41
C -0.42 0.17 1.89
H -0.49 3.17 -0.02
H -0.88 3.79 3.50
H -3.49 0.76 -2.09
H -0.38 4.70 -1.60
C 1.86 1.66 -4.26
C 2.77 -1.15 -2.21
H 2.04 -3.66 -0.83
```

Values from the calculation:
**Energy above the lowest of the compared OMol25 structures with the same formula, charge and spin**: 346.0 kJ/mol
**Multiplicity**: 5
**Calculated total energy**: -2033.54009 Ha
**LUMO level (alpha / beta)**: -0.3379 / -0.5495 Ha
**Highest occupied orbital energy (alpha / beta)**: -15.920 / -17.476 eV
**Net charge**: +3